# 1
{
  "formula": "C25H48Cl3N4O3SSiSm",
  "method": "the ωB97M-V functional and the def2-TZVPD basis",
  "elements": ["C", "C", "H", "H", "H", "C", "C", "H", "H", "H", "H", "Sm", "Cl", "Cl", "C", "O", "N", "C", "C", "H", "H", "H", "H", "H", "H", "H", "H", "H", "C", "C", "N", "H", "C", "O", "H", "H", "H", "H", "O", "C", "C", "C", "H", "C", "H", "C", "H", "C", "C", "H", "H", "H", "Si", "Cl", "C", "C", "C", "H", "H", "H", "H", "H", "H", "H", "H", "H", "C", "N", "C", "C", "S", "N", "C", "C", "H", "H", "H", "H", "H", "H", "H", "H", "H", "H", "H", "H"],
  "positions_angstrom": [[1.540560, -1.076692, -4.315483], [1.092494, 0.311346, -3.964606], [1.635551, -1.219782, -5.396927], [0.860653, -1.837665, -3.901392], [2.529010, -1.253585, -3.874325], [0.473163, 1.145110, -4.821916], [0.233344, 0.834822, -6.261540], [0.119591, 2.135645, -4.517800], [0.140065, -0.244142, -6.458020], [1.046294, 1.232762, -6.889284], [-0.685816, 1.348712, -6.578282], [0.161441, -1.003030, 0.355680], [2.752805, -1.064759, 0.689009], [-1.825598, -2.755483, 0.539453], [0.852470, 2.234533, 1.385794], [0.161073, 1.180604, 1.514432], [0.362801, 3.474697, 1.470890], [-1.048427, 3.760906, 1.676019], [1.252282, 4.614783, 1.289902], [1.934389, 2.178827, 1.182476], [-1.610374, 2.838546, 1.801975], [-1.432969, 4.314155, 0.815007], [-1.161037, 4.393714, 2.560321], [2.248751, 4.269989, 0.997100], [1.336609, 5.189954, 2.222283], [0.860714, 5.275188, 0.506461], [-1.312905, -0.995767, -3.008237], [-2.502693, 1.678323, -3.728035], [-2.326347, -1.022785, -2.573673], [-3.296109, 1.186344, -3.145035], [-2.721837, 0.308877, -2.129950], [-2.358182, -1.724526, -1.726050], [-2.661812, 0.728992, -0.848518], [-1.946507, 0.223148, 0.056196], [-3.900201, 1.948607, -2.643741], [-3.288552, 1.603855, -0.641522], [-3.009611, -1.359219, -3.368136], [-3.911407, 0.605302, -3.843003], [0.544800, -0.206096, -1.720779], [1.293453, 0.651730, -2.491924], [-0.206309, 2.689690, -2.124456], [1.080330, 2.154412, -2.213631], [-1.040258, 1.981626, -2.070680], [-0.401519, 4.083131, -2.142648], [2.354316, 0.471561, -2.252193], [2.192373, 3.005214, -2.150629], [-1.414214, 4.498810, -2.069759], [0.710782, 4.928424, -2.224963], [1.997852, 4.388671, -2.196203], [3.197884, 2.582750, -2.104442], [0.589921, 6.016525, -2.261961], [2.863599, 5.052812, -2.183009], [0.541376, -5.472458, -0.325030], [0.785591, -3.618035, -1.447405], [-1.235097, -5.836749, 0.098298], [1.586562, -5.147655, 1.174385], [1.039818, -7.065954, -1.234142], [-1.829106, -4.913896, 0.075260], [-1.288399, -6.255305, 1.111225], [-1.684217, -6.552609, -0.599952], [0.275819, -7.333515, -1.974826], [1.081261, -7.906236, -0.518219], [2.009813, -7.005775, -1.736207], [1.417214, -4.122238, 1.540826], [2.659505, -5.261278, 0.950585], [1.331184, -5.844541, 1.989301], [-2.457727, -0.626670, 3.950539], [-1.233159, -0.114760, 4.548880], [-1.300683, 1.126009, 5.319245], [-0.047316, -0.669918, 4.243495], [0.043562, -2.006525, 3.198856], [1.053627, -0.109614, 4.896891], [1.165672, -0.522855, 6.298676], [2.341471, -0.165186, 4.199737], [-3.288904, -0.080702, 4.409174], [-2.526397, -1.692117, 4.172073], [-2.448320, -0.475538, 2.865032], [-1.540265, 0.887513, 6.363625], [-0.331816, 1.641340, 5.287211], [-2.091471, 1.749729, 4.882918], [1.379271, -1.596922, 6.375947], [1.993797, 0.041022, 6.728581], [0.244717, -0.290064, 6.834711], [2.804195, -1.157237, 4.309302], [2.209649, 0.044564, 3.127842], [2.982079, 0.594621, 4.662897]],
  "forces_ev_per_angstrom": [[0.2, -0.1, -0.2], [-0.8, 0.9, -0.1], [-0.1, 0.0, 0.2], [0.2, 0.2, -0.1], [-0.2, -0.1, 0.0], [0.5, -0.5, 0.4], [-0.3, 0.0, -0.5], [0.4, -0.4, 0.1], [0.0, 0.4, 0.0], [-0.2, -0.1, 0.1], [0.2, -0.3, -0.1], [0.0, 0.7, -1.2], [0.2, 0.1, 0.1], [-0.2, 0.3, 0.1], [-1.1, -1.3, 0.0], [1.1, 1.7, -0.1], [0.4, -0.4, -0.1], [0.1, 0.1, 0.0], [0.0, 0.2, 0.1], [-0.3, 0.0, 0.0], [0.1, -0.1, 0.0], [0.0, -0.1, 0.0], [0.0, -0.1, 0.0], [-0.3, 0.1, 0.0], [0.0, -0.1, -0.1], [0.1, -0.2, 0.1], [-0.3, 0.0, 0.3], [-0.2, -0.1, 0.2], [0.7, -0.3, -0.2], [0.0, 0.0, 0.1], [-0.8, 0.3, 0.5], [0.1, 0.3, -0.3], [1.5, -1.3, 0.3], [-1.6, 0.9, -1.5], [0.0, 0.0, -0.2], [0.1, 0.1, 0.0], [0.0, 0.2, 0.4], [0.0, 0.2, 0.3], [-0.9, -0.2, 1.4], [0.5, 0.3, 0.4], [0.0, 0.4, 0.0], [0.1, -0.5, 0.0], [0.4, 0.5, -0.1], [0.1, -0.4, 0.2], [0.2, 0.0, -0.2], [-0.5, 0.2, -0.2], [0.4, -0.1, -0.2], [-0.1, 0.1, 0.1], [0.1, -0.1, 0.2], [-0.3, 0.1, -0.2], [0.0, -0.4, 0.0], [-0.2, -0.1, -0.1], [-0.2, -0.4, 0.0], [0.0, -1.0, 0.1], [-0.4, 0.4, -0.2], [0.3, 0.1, 0.3], [0.3, 0.4, -0.2], [0.1, -0.6, 0.1], [0.0, 0.1, -0.1], [0.2, 0.0, 0.1], [0.2, 0.2, 0.1], [0.0, 0.5, -0.1], [-0.1, -0.1, 0.0], [0.1, -0.3, -0.1], [-0.3, 0.1, 0.1], [0.0, 0.2, -0.3], [-0.1, 0.1, 0.3], [1.1, 0.2, -0.2], [-0.2, -0.1, 0.0], [-0.3, 0.0, -0.2], [0.2, 0.5, 0.5], [0.0, -0.1, -0.2], [0.0, 0.3, -0.2], [-0.2, -0.3, -0.1], [0.1, -0.2, -0.2], [-0.2, 0.1, -0.2], [-0.1, -0.1, 0.1], [-0.1, 0.3, -0.1], [-0.4, -0.2, -0.1], [0.2, -0.1, 0.2], [0.0, 0.1, 0.0], [-0.1, -0.1, 0.2], [0.1, -0.1, 0.1], [0.0, 0.2, -0.2], [0.1, -0.1, 0.5], [0.0, -0.1, -0.1]],
  "lowdin_spin": [0.00, 0.00, 0.00, 0.00, 0.00, 0.00, 0.00, 0.00, 0.00, 0.00, 0.00, 5.06, -0.01, -0.01, 0.00, 0.00, 0.00, 0.00, 0.00, 0.00, 0.00, 0.00, 0.00, 0.00, 0.00, 0.00, 0.00, 0.00, 0.00, 0.00, 0.00, 0.00, 0.00, -0.01, 0.00, 0.00, 0.00, 0.00, -0.02, 0.00, 0.00, 0.00, 0.00, 0.00, 0.00, 0.00, 0.00, 0.00, 0.00, 0.00, 0.00, 0.00, 0.00, 0.00, 0.00, 0.00, 0.00, 0.00, 0.00, 0.00, 0.00, 0.00, 0.00, 0.00, 0.00, 0.00, 0.00, 0.00, 0.00, 0.00, 0.00, 0.00, 0.00, 0.00, 0.00, 0.00, 0.00, 0.00, 0.00, 0.00, 0.00, 0.00, 0.00, 0.00, 0.00, 0.00],
  "spin_multiplicity": 6,
  "de_lowest_ev": 0.015,
  "total_charge": 0,
  "s_squared": 8.7599,
  "orbital_gap_ev": [8.16, 8.17]
}

***

# 2
{
  "formula": "C25H48MnNO5P2SSi",
  "method": "the ωB97M-V functional and the def2-TZVPD basis",
  "elements": ["Mn", "C", "Si", "C", "C", "C", "C", "C", "C", "N", "C", "S", "H", "H", "H", "H", "H", "H", "H", "H", "H", "H", "H", "H", "C", "C", "C", "C", "C", "C", "H", "H", "H", "H", "H", "H", "H", "H", "H", "C", "P", "C", "C", "O", "H", "H", "H", "H", "H", "H", "H", "H", "H", "C", "C", "C", "C", "O", "P", "O", "O", "O", "C", "C", "C", "C", "H", "H", "H", "H", "H", "H", "H", "H", "H", "H", "H", "H", "H", "H", "H", "H", "H", "H"],
  "positions_angstrom": [[-0.207970, 0.077490, 0.256599], [4.955456, -3.769158, 3.110424], [4.172671, -2.070272, 3.260244], [4.283784, -1.575588, 5.058758], [5.215128, -0.910862, 2.256467], [2.364179, -2.255490, 2.802709], [1.711541, -3.383264, 3.287627], [0.378174, -3.648012, 2.993969], [-0.269857, -2.747854, 2.172274], [0.311595, -1.649273, 1.709315], [1.594069, -1.357078, 2.014449], [2.150161, 0.157737, 1.370751], [5.998241, -3.733549, 3.445524], [4.942620, -4.121078, 2.073802], [4.435638, -4.512744, 3.721978], [5.330471, -1.568557, 5.383139], [3.735657, -2.285505, 5.686804], [3.864140, -0.579762, 5.230508], [6.258322, -1.018141, 2.578602], [4.895901, 0.124639, 2.383035], [5.145577, -1.140857, 1.189206], [2.254093, -4.089245, 3.910961], [-0.128584, -4.526519, 3.369485], [-1.301396, -2.898592, 1.869078], [-4.500586, 3.160126, 1.896740], [-3.793517, 2.092192, 2.742364], [-4.813770, 1.025444, 3.164933], [-3.204735, 2.750148, 3.998412], [-2.714766, 1.466512, 1.953112], [-1.819452, 0.937311, 1.310997], [-5.314763, 3.623504, 2.463671], [-4.917203, 2.716066, 0.989792], [-3.796222, 3.941060, 1.600889], [-5.626012, 1.476910, 3.744587], [-4.330212, 0.260855, 3.774890], [-5.239350, 0.536779, 2.287043], [-3.994021, 3.226563, 4.589871], [-2.467660, 3.506004, 3.722574], [-2.703254, 2.004003, 4.616549], [-0.331773, 2.277488, -3.707594], [-0.706386, 2.594858, -1.995179], [-2.447400, 2.260360, -1.778472], [-0.522894, 4.362929, -1.745063], [0.186472, 1.832242, -1.066021], [-1.042282, 2.770952, -4.374718], [-0.356818, 1.190525, -3.858027], [0.679726, 2.629799, -3.920441], [-3.059746, 2.989702, -2.313685], [-2.664142, 2.269666, -0.707769], [-2.659437, 1.256345, -2.145592], [-1.257537, 4.931208, -2.317844], [0.484625, 4.664734, -2.034460], [-0.654077, 4.557243, -0.678748], [2.317700, -0.850099, -2.669032], [2.033679, -2.253908, -3.191590], [2.033255, -2.283058, -4.713788], [3.043929, -3.233747, -2.625821], [0.755995, -2.757508, -2.722039], [-0.565823, -1.863550, -2.642743], [-0.798007, -1.063575, -3.874785], [-0.563669, -1.129086, -1.327947], [-1.602043, -3.084865, -2.533151], [-3.022189, -2.949227, -2.740571], [-3.629860, -4.099017, -1.957541], [-3.552680, -1.617560, -2.224143], [-3.297675, -3.090555, -4.231718], [3.312141, -0.540383, -2.998829], [2.293092, -0.818415, -1.578932], [1.590294, -0.127282, -3.046024], [2.995198, -1.928376, -5.093302], [1.235019, -1.646791, -5.098039], [1.868296, -3.303532, -5.069394], [4.049127, -2.979734, -2.972168], [2.803527, -4.249635, -2.948021], [3.027214, -3.200956, -1.534133], [-3.428039, -3.977578, -0.891112], [-3.194344, -5.044536, -2.286587], [-4.711232, -4.133493, -2.111894], [-3.249309, -1.442785, -1.190900], [-4.642950, -1.623763, -2.282464], [-3.175023, -0.797268, -2.837516], [-2.976789, -4.074865, -4.580355], [-2.741778, -2.327781, -4.778955], [-4.366606, -2.976084, -4.433045]],
  "forces_ev_per_angstrom": [[0.3, 0.2, 0.2], [0.1, -0.2, 0.0], [-0.1, 0.0, 0.0], [0.0, 0.1, 0.3], [0.1, 0.2, -0.2], [-0.1, 0.1, -0.1], [0.0, 0.0, 0.0], [0.0, 0.0, 0.0], [0.0, 0.0, 0.0], [0.0, 0.0, -0.2], [0.1, -0.1, 0.1], [-0.1, -0.2, -0.1], [-0.1, 0.0, 0.0], [0.0, 0.0, 0.1], [0.1, 0.0, -0.1], [-0.1, 0.0, 0.0], [0.0, 0.1, 0.0], [0.0, -0.1, 0.0], [-0.1, 0.0, 0.0], [0.1, -0.1, 0.0], [0.0, 0.0, 0.1], [0.0, 0.0, 0.0], [0.0, 0.0, 0.0], [0.0, 0.0, 0.0], [0.0, 0.0, 0.0], [0.0, 0.0, 0.0], [0.0, 0.0, 0.0], [0.0, 0.0, 0.0], [0.0, 0.0, 0.0], [-0.4, 0.1, 0.1], [0.0, 0.0, 0.0], [0.0, 0.0, 0.0], [0.0, 0.0, 0.0], [0.0, 0.0, 0.0], [0.0, 0.0, 0.0], [0.0, 0.0, 0.0], [0.0, 0.0, 0.0], [0.0, 0.0, 0.0], [0.0, 0.0, 0.0], [0.2, -0.1, -0.3], [0.1, -0.2, 0.3], [-0.2, -0.1, 0.0], [0.0, 0.2, 0.1], [0.1, 0.0, -0.1], [0.0, 0.0, 0.0], [-0.2, 0.0, 0.0], [0.0, 0.0, 0.0], [0.0, 0.0, 0.0], [0.0, 0.0, 0.0], [0.0, 0.0, 0.0], [0.0, 0.0, 0.0], [0.0, 0.0, 0.0], [0.0, 0.0, -0.1], [-0.1, 0.1, 0.0], [-0.2, 0.0, 0.1], [0.0, 0.0, -0.1], [0.1, -0.1, 0.0], [0.2, -0.1, -0.1], [-0.1, 0.0, 0.0], [0.0, 0.3, -0.1], [-0.1, 0.0, -0.1], [0.0, -0.1, 0.1], [0.2, 0.1, 0.0], [-0.1, -0.1, 0.1], [0.0, 0.1, 0.0], [0.0, 0.0, -0.1], [0.0, 0.0, 0.0], [0.0, 0.0, 0.0], [0.0, -0.1, 0.0], [0.0, 0.0, 0.0], [0.0, 0.0, 0.0], [0.0, 0.0, 0.0], [0.0, 0.0, 0.0], [0.0, 0.0, 0.0], [0.0, 0.0, -0.1], [0.0, 0.0, -0.1], [0.0, 0.0, 0.0], [0.0, 0.0, 0.0], [0.0, 0.0, 0.0], [0.0, 0.0, 0.0], [0.0, -0.1, 0.0], [0.0, 0.0, 0.0], [0.0, 0.0, 0.0], [0.0, 0.0, 0.0]],
  "lowdin_spin": [4.67, 0.00, 0.00, 0.00, 0.00, 0.00, 0.00, 0.00, 0.01, 0.04, 0.01, 0.04, 0.00, 0.00, 0.00, 0.00, 0.00, 0.00, 0.00, 0.00, 0.00, 0.00, 0.00, 0.00, 0.00, 0.01, 0.00, 0.00, 0.04, 0.03, 0.00, 0.00, 0.00, 0.00, 0.00, 0.00, 0.00, 0.00, 0.00, 0.00, 0.01, 0.00, 0.00, 0.05, 0.00, 0.00, 0.00, 0.00, 0.00, 0.00, 0.00, 0.00, 0.00, 0.00, 0.00, 0.00, 0.00, 0.00, 0.01, 0.00, 0.06, 0.00, 0.00, 0.00, 0.00, 0.00, 0.00, 0.00, 0.00, 0.00, 0.00, 0.00, 0.00, 0.00, 0.00, 0.00, 0.00, 0.00, 0.00, 0.00, 0.00, 0.00, 0.00, 0.00],
  "spin_multiplicity": 6,
  "total_charge": -1,
  "s_squared": 8.7557,
  "orbital_gap_ev": [7.03, 7.14]
}

***

Question: Number 2 is which compound?
Answer: C25H48MnNO5P2SSi